(1)
Here is a molecular structure, H8O12S2Zn from the Open Molecules 2025 dataset. Energies are from the ωB97M-V functional and the def2-TZVPD basis.

Computed properties:
Total energy: -3483.24794 hartree
Total charge: -2
Highest occupied orbital energy: -1.6 eV
Frontier orbital gap: 3.4 eV
Energy above the lowest of the compared OMol25 structures with the same formula, charge and spin: 860.0 kJ/mol

Geometry as XYZ:
```
23
Properties=species:S:1:pos:R:3:forces:R:3:nbo_charge:R:1
Zn 0.130 0.575 0.202 -0.2 -1.3 -0.1 1.202
S -4.198 0.488 -0.407 -2.5 -2.2 0.3 2.602
S 3.649 -1.841 0.305 1.3 -2.1 -0.8 2.595
O -4.701 1.348 -1.415 -0.5 3.2 -2.9 -1.064
O 0.472 2.677 -1.973 0.0 -0.1 0.3 -0.948
O 4.609 -1.905 -0.782 0.9 1.5 -1.5 -1.066
O -4.126 -0.847 -0.961 0.9 -2.2 -0.4 -1.052
O 2.898 -0.560 0.373 -1.5 2.5 -0.1 -1.033
O -0.119 -1.408 -1.952 0.1 0.5 0.2 -0.942
O 0.604 2.606 2.149 -0.1 -0.2 -0.3 -0.950
O 4.351 -2.042 1.546 0.7 0.5 2.4 -1.061
O 2.733 -2.926 0.077 -2.8 -1.6 0.0 -1.075
O -5.167 0.497 0.689 0.5 0.2 1.7 -1.058
O -2.849 0.917 -0.010 3.1 1.3 1.4 -1.028
O -0.094 -1.539 2.266 -0.1 0.5 0.0 -0.964
H 1.238 3.018 -2.434 0.3 -0.1 0.0 0.472
H 1.256 2.509 2.842 0.3 -0.3 0.1 0.483
H -0.344 -2.339 -1.947 0.0 -0.2 0.3 0.485
H 0.592 -2.202 2.198 0.7 -0.1 -0.4 0.499
H -0.225 2.683 -2.629 -0.4 -0.1 0.0 0.483
H 0.269 3.496 2.257 -0.3 0.2 -0.2 0.477
H -0.093 -1.173 -2.879 0.0 0.2 -0.1 0.466
H -0.884 -2.032 2.487 -0.4 0.0 -0.1 0.475
```
Forces are in eV/Å.

***

(2)
Here is a molecular structure, H8O20S4Zn from the Open Molecules 2025 dataset. Energies are from the ωB97M-V functional and the def2-TZVPD basis.

Computed properties:
Total energy: -4880.72324 hartree
Total charge: -6
Highest occupied orbital energy: 7.5 eV
Frontier orbital gap: 3.6 eV
Energy above the lowest of the compared OMol25 structures with the same formula, charge and spin: 188.5 kJ/mol

Geometry as XYZ:
```
33
Properties=species:S:1:pos:R:3:forces:R:3:nbo_charge:R:1
Zn -0.607 0.627 -0.174 0.9 -1.2 -0.2 1.521
S -2.415 -1.077 -3.774 0.3 -1.3 -1.5 2.620
S 1.795 3.136 2.791 -0.5 -2.5 1.7 2.626
S 2.582 -0.858 -2.500 1.0 0.2 -4.3 2.603
S -1.609 -1.871 3.424 -0.5 0.5 1.8 2.613
O 3.202 3.056 2.534 4.0 0.1 -2.0 -1.154
O 3.779 -1.643 -2.215 0.8 -2.4 0.9 -1.105
O -1.731 -0.190 -4.652 1.5 3.9 -2.1 -1.126
O -1.793 -2.355 -3.988 0.3 -3.2 0.2 -1.093
O 1.657 2.485 4.094 -1.3 -0.2 1.6 -1.131
O 1.951 -1.278 -3.789 0.3 -0.4 1.3 -1.078
O 3.515 -0.552 2.134 0.7 -0.5 0.3 -0.989
O -1.273 -4.216 -0.213 -0.2 -0.8 -0.1 -0.967
O 1.680 -0.786 -1.378 -3.5 -1.2 3.7 -1.063
O -1.211 -0.941 4.471 0.6 0.4 2.0 -1.123
O -2.988 2.264 0.733 0.1 0.3 -0.5 -0.945
O 3.061 0.483 -2.621 1.3 4.6 -1.2 -1.155
O -2.247 -0.703 -2.370 -0.4 1.3 3.1 -1.082
O -3.823 -1.121 -4.205 -2.2 0.1 0.6 -1.153
O 1.010 2.407 1.780 -1.2 -0.7 -1.7 -1.147
O 0.093 2.796 -2.281 -0.4 0.5 0.4 -0.954
O -3.032 -2.210 3.652 -1.5 -0.4 -0.4 -1.161
O -0.834 -3.099 3.388 1.1 -1.8 0.3 -1.120
O -1.386 -1.161 2.182 -0.2 1.4 -4.2 -1.148
O 1.388 4.515 2.835 -1.4 3.5 0.0 -1.156
H 1.046 2.815 -2.374 0.5 -0.5 0.2 0.495
H 3.601 0.401 2.157 -0.3 0.6 0.1 0.494
H -0.410 -4.388 -0.591 0.1 0.3 -0.2 0.458
H -1.144 -3.443 0.336 0.0 0.5 0.5 0.508
H -2.739 2.709 1.543 0.5 -0.1 0.4 0.486
H -3.882 1.962 0.889 0.0 -0.5 0.0 0.467
H -0.237 2.964 -3.164 -0.2 -0.5 -0.2 0.465
H 2.999 -0.727 1.347 -0.3 0.0 -0.4 0.492
```
Forces are in eV/Å.

***

(3)
Here is 4 unconnected molecules or ions with the total composition H8O3S2 from the Open Molecules 2025 dataset. Energies are from the ωB97M-V functional and the def2-TZVPD basis.

Computed properties:
Total energy: -1026.85875 hartree
Highest occupied orbital energy: -9.1 eV
Frontier orbital gap: 9.2 eV
Energy above the lowest of the compared OMol25 structures with the same formula, charge and spin: 71.6 kJ/mol

Geometry as XYZ:
```
13
Properties=species:S:1:pos:R:3:forces:R:3:nbo_charge:R:1
S -0.546 -2.826 1.155 0.5 -0.3 -0.3 -0.140
S 1.355 -2.726 0.206 -1.1 -0.1 -0.1 -0.110
O 0.478 7.711 -0.398 0.0 0.3 -0.1 -0.936
O -1.106 -0.006 -2.284 0.7 -0.2 -1.4 -0.946
O -0.806 1.672 -0.015 -0.8 0.8 -0.2 -0.961
H -1.419 2.447 -0.034 0.9 -1.0 0.2 0.482
H -1.407 0.085 -1.401 -0.5 0.2 1.3 0.476
H 0.051 8.579 -0.384 0.1 -0.3 0.0 0.469
H -0.363 1.668 0.837 -0.1 0.2 0.1 0.480
H 1.860 -2.789 1.412 1.0 0.2 0.5 0.120
H -0.250 0.444 -2.265 -0.2 -0.1 0.0 0.468
H -0.249 -3.983 1.790 -0.3 0.2 -0.2 0.130
H -0.101 7.135 0.105 -0.1 0.0 0.1 0.466
```
Forces are in eV/Å.

***

(4)
Here is 4 unconnected molecules or ions with the total composition H8O4 from the Open Molecules 2025 dataset. Energies are from the ωB97M-V functional and the def2-TZVPD basis.

Computed properties:
Total energy: -305.71483 hartree
Total charge: -1
Highest occupied orbital energy (alpha / beta): 0.7 / -6.9 eV
Frontier orbital gap (alpha / beta): 2.6 / 10.2 eV
Spin multiplicity: 2
Energy above the lowest of the compared OMol25 structures with the same formula, charge and spin: 51.8 kJ/mol

Geometry as XYZ:
```
12
Properties=species:S:1:pos:R:3:forces:R:3:nbo_charge:R:1
O -0.260 -0.171 0.442 -0.4 -1.0 0.5 -1.058
O -2.171 -2.394 -0.967 -0.3 0.1 0.2 -0.988
O 0.152 2.444 -0.311 -1.4 0.1 0.4 -1.302
O 2.007 -0.074 1.796 0.8 -0.3 0.9 -1.031
H 1.102 -0.148 1.493 -0.5 -0.3 -0.3 0.488
H 0.478 2.635 -1.191 0.5 0.2 -0.9 0.300
H 0.924 2.148 0.172 1.2 0.2 0.5 0.326
H -0.018 0.676 0.066 -0.2 0.8 -0.6 0.477
H -0.920 -0.519 -0.157 -0.4 -0.1 -0.2 0.472
H -2.401 -2.740 -1.829 -0.1 0.0 -0.3 0.452
H 2.341 0.713 1.366 0.2 0.4 -0.3 0.400
H -1.235 -2.570 -0.880 0.4 0.0 0.1 0.464
```
Forces are in eV/Å.

***

(5)
Here is a molecular structure, H8O4 from the Open Molecules 2025 dataset. Energies are from the ωB97M-V functional and the def2-TZVPD basis.

Computed properties:
Total energy: -305.55216 hartree
Highest occupied orbital energy: -9.5 eV
Frontier orbital gap: 9.3 eV
Energy above the lowest of the compared OMol25 structures with the same formula, charge and spin: 596.1 kJ/mol

Geometry as XYZ:
```
12
Properties=species:S:1:pos:R:3:forces:R:3:nbo_charge:R:1
O 0.367 0.263 -0.923 -0.9 3.1 2.8 -0.906
O -0.785 0.816 1.194 0.2 12.9 0.6 -0.873
O -0.981 -1.149 1.268 -1.4 -6.9 0.4 -0.972
O 1.285 -0.973 -2.418 2.2 -2.3 -2.8 -0.976
H -0.171 0.651 -0.232 -0.3 0.0 -0.3 0.485
H 2.117 -0.504 -2.482 0.3 -0.1 -0.4 0.428
H -0.509 -1.350 2.077 0.1 -0.4 0.1 0.445
H 1.259 0.542 -0.718 0.3 0.0 0.2 0.473
H 0.713 -0.382 -1.926 -0.6 -0.8 -1.1 0.455
H -0.670 1.697 1.550 0.4 0.8 0.2 0.514
H -1.687 0.583 1.414 -2.0 1.4 0.4 0.531
H -0.938 -0.195 1.197 1.9 -7.7 -0.2 0.395
```
Forces are in eV/Å.

***

(6)
Here is 4 unconnected molecules or ions with the total composition H8O4 from the Open Molecules 2025 dataset. Energies are from the ωB97M-V functional and the def2-TZVPD basis.

Computed properties:
Total energy: -305.73981 hartree
Highest occupied orbital energy: -11.5 eV
Frontier orbital gap: 12.1 eV
Energy above the lowest of the compared OMol25 structures with the same formula, charge and spin: 103.4 kJ/mol

Geometry as XYZ:
```
12
Properties=species:S:1:pos:R:3:forces:R:3:nbo_charge:R:1
O 1.298 -0.210 0.915 0.3 0.1 0.0 -0.941
O 3.068 4.787 0.996 0.0 0.1 -0.2 -0.936
O -2.453 -2.199 1.341 0.1 0.2 0.2 -0.943
O -1.534 -2.052 -2.962 -0.1 -0.1 0.3 -0.940
H -2.502 -2.112 0.389 0.0 0.0 -0.3 0.474
H 0.733 0.349 0.380 -0.1 0.1 -0.1 0.466
H 0.692 -0.717 1.455 -0.2 -0.2 0.2 0.475
H -2.538 -3.139 1.501 0.0 -0.2 0.1 0.469
H -0.707 -1.717 -3.308 0.3 0.1 0.0 0.471
H 2.779 3.878 1.073 -0.1 -0.3 0.0 0.469
H -2.167 -1.901 -3.663 -0.2 0.0 -0.2 0.469
H 3.330 5.032 1.883 0.1 0.1 0.2 0.467
```
Forces are in eV/Å.

***

(7)
Here is 4 unconnected molecules or ions with the total composition H8O4 from the Open Molecules 2025 dataset. Energies are from the ωB97M-V functional and the def2-TZVPD basis.

Computed properties:
Total energy: -305.75019 hartree
Highest occupied orbital energy: -10.8 eV
Frontier orbital gap: 11.0 eV
Energy above the lowest of the compared OMol25 structures with the same formula, charge and spin: 76.2 kJ/mol

Geometry as XYZ:
```
12
Properties=species:S:1:pos:R:3:forces:R:3:nbo_charge:R:1
O -18.311 -18.780 -2.879 -0.2 -0.3 0.2 -0.953
O -17.352 -16.525 -4.471 0.2 -0.3 0.2 -0.969
O -18.341 -15.537 -6.966 0.0 -0.1 0.1 -0.958
O -14.873 -16.331 -6.374 0.3 0.0 -0.1 -0.940
H -18.060 -15.174 -7.806 0.2 0.0 -0.2 0.486
H -19.238 -15.221 -6.856 -0.3 0.1 0.0 0.481
H -14.855 -15.632 -7.028 0.1 0.2 -0.2 0.457
H -17.869 -16.153 -5.185 -0.2 0.1 -0.5 0.492
H -17.702 -18.275 -3.418 0.1 0.4 -0.4 0.489
H -15.805 -16.487 -6.217 -0.3 -0.1 0.3 0.481
H -17.229 -15.798 -3.860 0.1 0.1 0.2 0.475
H -17.761 -19.178 -2.204 0.1 -0.2 0.2 0.459
```
Forces are in eV/Å.

***

(8)
Here is 4 unconnected molecules or ions with the total composition H8O4 from the Open Molecules 2025 dataset. Energies are from the ωB97M-V functional and the def2-TZVPD basis.

Computed properties:
Total energy: -305.68550 hartree
Highest occupied orbital energy: -10.1 eV
Frontier orbital gap: 10.1 eV
Energy above the lowest of the compared OMol25 structures with the same formula, charge and spin: 246.0 kJ/mol

Geometry as XYZ:
```
12
Properties=species:S:1:pos:R:3:forces:R:3:nbo_charge:R:1
O -1.897 0.908 -1.118 -0.3 -0.1 0.0 -0.950
O -0.356 -1.220 -0.686 -0.1 -2.5 -2.6 -0.955
O 0.209 -0.014 1.037 -1.4 2.4 1.6 -0.967
O 2.375 -0.113 1.780 2.4 -0.4 0.5 -0.967
H -1.010 1.229 -0.958 0.4 0.3 0.0 0.480
H -2.079 1.148 -2.026 -0.2 0.2 -0.3 0.485
H 2.354 0.841 1.850 -0.1 0.0 0.0 0.456
H -0.666 0.230 0.735 -0.1 -0.3 0.4 0.478
H 1.490 -0.353 1.505 0.6 0.3 1.2 0.467
H 0.559 -0.565 0.338 -0.7 0.1 -0.2 0.495
H -1.185 -0.855 -0.996 -0.5 0.3 -0.1 0.503
H 0.205 -1.235 -1.462 0.1 -0.3 -0.5 0.474
```
Forces are in eV/Å.

***

(9)
Here is 4 unconnected molecules or ions with the total composition H8O4 from the Open Molecules 2025 dataset. Energies are from the ωB97M-V functional and the def2-TZVPD basis.

Computed properties:
Total energy: -305.74109 hartree
Highest occupied orbital energy: -11.0 eV
Frontier orbital gap: 11.4 eV
Energy above the lowest of the compared OMol25 structures with the same formula, charge and spin: 100.1 kJ/mol

Geometry as XYZ:
```
12
Properties=species:S:1:pos:R:3:forces:R:3:nbo_charge:R:1
O -0.745 2.461 1.308 0.2 0.1 -0.1 -0.944
O 4.249 -2.458 0.026 -0.2 0.2 -0.3 -0.944
O -3.777 0.905 -0.147 1.1 -0.2 -0.5 -0.937
O 1.236 -1.214 -0.582 -0.5 0.9 0.1 -0.937
H -4.706 1.040 -0.102 -1.3 0.2 0.4 0.468
H 4.768 -2.626 -0.764 0.3 -0.2 0.0 0.461
H 3.526 -1.921 -0.328 -0.2 0.0 0.3 0.481
H -1.196 1.635 1.494 -0.2 -0.1 0.0 0.471
H -1.395 3.005 0.853 -0.1 -0.1 0.0 0.473
H -3.659 0.680 -1.078 0.3 0.0 0.1 0.469
H 0.796 -1.128 0.269 0.2 -0.6 0.4 0.470
H 0.903 -0.380 -0.950 0.4 -0.2 -0.5 0.469
```
Forces are in eV/Å.

***

(10)
Here is 4 unconnected molecules or ions with the total composition H8O4 from the Open Molecules 2025 dataset. Energies are from the ωB97M-V functional and the def2-TZVPD basis.

Computed properties:
Total energy: -305.73669 hartree
Highest occupied orbital energy: -11.3 eV
Frontier orbital gap: 11.8 eV
Energy above the lowest of the compared OMol25 structures with the same formula, charge and spin: 111.6 kJ/mol

Geometry as XYZ:
```
12
Properties=species:S:1:pos:R:3:forces:R:3:nbo_charge:R:1
O -0.047 -0.491 -0.366 0.2 -0.1 0.2 -0.940
O -4.688 1.745 -1.940 -0.1 -0.2 0.1 -0.933
O 0.355 -4.015 2.051 -0.1 -0.1 0.1 -0.938
O 4.003 2.200 1.227 0.0 0.0 0.2 -0.934
H 4.381 2.949 0.764 0.1 0.2 -0.1 0.466
H 1.186 -4.408 1.782 0.2 -0.1 0.0 0.465
H 3.945 1.513 0.563 -0.1 -0.2 -0.1 0.468
H -4.152 1.861 -2.724 0.1 0.0 -0.2 0.466
H -0.132 -0.850 -1.249 0.0 -0.1 -0.2 0.468
H 0.325 -3.178 1.588 -0.1 0.3 -0.1 0.473
H -4.456 2.486 -1.379 0.0 0.2 0.2 0.467
H -0.720 0.188 -0.317 -0.2 0.2 0.1 0.472
```
Forces are in eV/Å.

***

(11)
Here is 4 unconnected molecules or ions with the total composition H8O4 from the Open Molecules 2025 dataset. Energies are from the ωB97M-V functional and the def2-TZVPD basis.

Computed properties:
Total energy: -305.74815 hartree
Highest occupied orbital energy: -11.0 eV
Frontier orbital gap: 11.4 eV
Energy above the lowest of the compared OMol25 structures with the same formula, charge and spin: 81.5 kJ/mol

Geometry as XYZ:
```
12
Properties=species:S:1:pos:R:3:forces:R:3:nbo_charge:R:1
O -1.774 0.749 2.016 -1.9 -0.3 3.7 -0.959
O -1.385 0.526 -0.698 0.4 1.1 0.1 -0.973
O 2.506 0.013 -1.415 0.6 0.0 -0.7 -0.943
O 0.498 -1.485 0.197 0.2 0.5 0.2 -0.959
H 2.296 0.662 -0.765 -0.6 0.8 1.1 0.465
H -2.753 0.661 2.002 1.1 0.1 0.1 0.463
H 1.285 -1.049 -0.178 -0.2 -0.5 0.1 0.491
H 3.111 0.544 -1.956 -0.1 -0.6 -0.2 0.483
H 0.536 -1.342 1.156 0.0 -0.1 -0.3 0.484
H -0.695 -0.086 -0.428 0.2 -0.7 -0.1 0.495
H -2.085 0.008 -1.063 -0.6 -0.6 -0.4 0.475
H -1.538 0.796 1.138 0.7 0.3 -3.4 0.478
```
Forces are in eV/Å.

***

(12)
Here is 4 unconnected molecules or ions with the total composition H8O4 from the Open Molecules 2025 dataset. Energies are from the ωB97M-V functional and the def2-TZVPD basis.

Computed properties:
Total energy: -305.74635 hartree
Highest occupied orbital energy: -10.6 eV
Frontier orbital gap: 11.1 eV
Energy above the lowest of the compared OMol25 structures with the same formula, charge and spin: 86.3 kJ/mol

Geometry as XYZ:
```
12
Properties=species:S:1:pos:R:3:forces:R:3:nbo_charge:R:1
O -6.703 31.630 14.204 -0.8 -0.4 0.9 -0.991
O -7.218 29.150 13.089 -0.7 -1.7 0.4 -0.977
O -5.525 29.771 15.670 0.9 -1.4 0.3 -0.952
O -4.882 32.308 12.323 0.3 -1.3 1.3 -0.933
H -4.812 31.340 12.222 0.3 0.4 0.2 0.487
H -5.149 32.579 11.473 -0.5 0.8 -1.7 0.476
H -7.157 32.364 14.614 -0.1 0.3 -0.2 0.488
H -7.031 29.976 13.541 -0.2 0.0 0.5 0.485
H -6.118 30.484 15.527 -0.7 1.2 -0.5 0.480
H -5.340 29.787 16.604 0.2 -0.1 0.5 0.459
H -7.538 28.485 13.764 0.8 1.5 -1.1 0.475
H -6.254 31.926 13.418 0.6 0.8 -0.5 0.505
```
Forces are in eV/Å.